1.
A cluster of 2 separate species, C2H3ClFNO2 in total, computed with wB97M-V/def2-TZVPD.

The calculation puts the energy above the lowest of the compared OMol25 structures with the same formula, charge and spin at 117.97 kcal per mole. The value obtained for the HOMO-LUMO gap (spin up / spin down) is 8.4 / 8.1 eV. The calculation puts the maximum force at 0.0905 hartree/bohr. For the HOMO energy (spin up / spin down), the calculation gives -9.8923 / -9.8547 eV. The value obtained for the total energy is -843.070260 a.u.

XYZ file:
```
10
Properties=species:S:1:pos:R:3:forces:R:3:nbo_charge:R:1
C -1.293 0.918 0.516 1.66 -2.05 -3.84 -0.377
C 0.534 -0.084 -0.659 -2.58 3.69 -1.12 0.368
N 0.866 -1.200 0.149 0.56 -0.83 0.65 0.421
O 1.551 -0.986 1.120 0.37 0.20 0.67 -0.366
O 0.380 -2.263 -0.136 -0.51 -0.71 -0.54 -0.353
F 0.232 -0.413 -1.964 0.76 0.46 2.14 -0.311
Cl 1.623 1.322 -0.466 -0.30 -1.25 -0.74 0.005
H -1.121 0.101 1.136 -0.30 -0.83 1.69 0.198
H -0.730 1.801 0.581 0.25 1.05 0.46 0.205
H -2.043 0.803 -0.275 0.10 0.26 0.62 0.210
```
Forces are in eV/Å.

=====

2.
A cluster of 2 separate species, C2H3ClIN in total, computed with wB97M-V/def2-TZVPD.

The calculation puts the energy above the lowest of the compared OMol25 structures with the same formula, charge and spin at 59.25 kcal per mole. The value obtained for the HOMO-LUMO gap (spin up / spin down) is 8.3 / 8.3 eV. The calculation puts the maximum force at 0.0317 hartree/bohr. For the HOMO energy (spin up / spin down), the calculation gives -8.2607 / -8.2609 eV. The value obtained for the total energy is -890.523106 a.u.

XYZ file:
```
8
Properties=species:S:1:pos:R:3:forces:R:3:nbo_charge:R:1
C -2.664 -2.059 0.214 -0.53 -0.75 0.16 0.104
C -1.796 0.095 -0.554 0.10 -0.91 -0.36 -0.182
N -2.049 -1.129 -0.307 -0.52 -0.81 0.84 -0.346
Cl -2.427 -3.787 0.028 0.50 1.06 -0.25 -0.011
I 3.287 -0.991 -0.044 0.83 0.72 1.19 -0.113
H -2.327 0.389 -1.475 0.84 0.98 0.71 0.216
H -1.137 0.565 0.195 -0.36 0.42 -1.10 0.219
H 4.177 -0.243 1.200 -0.85 -0.72 -1.19 0.112
```
Forces are in eV/Å.

=====

3.
The ion C2H3ClN with charge +1, computed with wB97M-V/def2-TZVPD.

The calculation puts the energy above the lowest of the compared OMol25 structures with the same formula, charge and spin at 39.27 kcal per mole. The value obtained for the HOMO-LUMO gap is 9.7 eV. Its charge is +1. As for the SMILES: [NH3+]C#CCl. The calculation puts the maximum force at 0.1824 hartree/bohr. For the HOMO energy, the calculation gives -14.7711 eV. The value obtained for the total energy is -592.532151 a.u.

XYZ file:
```
7
Properties=species:S:1:pos:R:3:forces:R:3:nbo_charge:R:1
C 1.636 -0.459 -0.051 8.78 2.74 0.63 -0.026
C 2.934 -0.097 0.069 -9.14 -1.91 -0.92 0.029
N 0.341 0.111 0.039 -4.38 -1.49 -0.57 -0.727
Cl 4.506 0.190 0.025 0.09 -0.34 0.06 0.322
H 0.123 0.644 0.898 0.54 -0.24 -0.04 0.463
H -0.499 -0.661 -0.005 2.63 1.59 0.45 0.473
H -0.048 0.716 -0.739 1.47 -0.36 0.39 0.467
```
Forces are in eV/Å.

=====

4.
A cluster of 2 separate species, C2H3ClN2 in total, computed with wB97M-V/def2-TZVPD.

The calculation puts the energy above the lowest of the compared OMol25 structures with the same formula, charge and spin at 106.50 kcal per mole. The value obtained for the HOMO-LUMO gap (spin up / spin down) is 9.5 / 8.8 eV. The calculation puts the maximum force at 0.0585 hartree/bohr. For the HOMO energy (spin up / spin down), the calculation gives -11.5158 / -9.7065 eV. The value obtained for the total energy is -647.552108 a.u.

XYZ file:
```
8
Properties=species:S:1:pos:R:3:forces:R:3:nbo_charge:R:1
C -0.632 2.643 -0.623 -0.64 -0.93 0.04 0.165
C -0.517 1.975 0.589 2.68 1.18 0.68 -0.308
N -0.776 2.950 -1.721 0.02 0.65 -0.83 -0.230
N -0.682 -1.053 0.207 0.29 -0.59 0.01 -0.558
Cl -1.684 1.929 1.746 -1.60 -0.16 0.78 0.129
H 0.481 2.027 1.060 -0.42 -0.50 -0.64 0.235
H -1.119 -0.357 -0.378 -0.43 0.33 -0.54 0.286
H -0.471 -0.520 1.042 0.09 0.02 0.50 0.280
```
Forces are in eV/Å.

=====

5.
A cluster of 2 separate species, C2H3ClN2O in total, computed with wB97M-V/def2-TZVPD.

The calculation puts the energy above the lowest of the compared OMol25 structures with the same formula, charge and spin at 96.48 kcal per mole. The value obtained for the HOMO-LUMO gap is 10.6 eV. As for the SMILES: C#[N+][O-].[H]/N=C\Cl. The calculation puts the maximum force at 0.0902 hartree/bohr. For the HOMO energy, the calculation gives -10.1102 eV. The value obtained for the total energy is -722.799886 a.u.

XYZ file:
```
9
Properties=species:S:1:pos:R:3:forces:R:3:nbo_charge:R:1
C 0.153 1.034 -0.426 0.26 0.84 -0.20 0.100
C -0.195 -1.104 0.595 -0.24 -1.75 -2.84 -0.059
N -0.806 1.668 0.042 -0.54 -0.26 0.00 -0.596
N -0.148 -1.832 -0.309 0.39 1.76 1.38 0.227
O 0.072 -2.226 -1.381 0.12 -1.75 -2.77 -0.376
Cl 1.745 0.951 0.317 0.35 0.09 0.02 -0.059
H -0.308 -1.016 1.560 -0.59 0.65 4.55 0.218
H 0.122 0.567 -1.392 0.14 -0.13 -0.41 0.198
H -0.635 1.959 0.994 0.12 0.56 0.26 0.348
```
Forces are in eV/Å.

=====

6.
A structure of composition C2H3ClN2O, computed with wB97M-V/def2-TZVPD.

The calculation puts the energy above the lowest of the compared OMol25 structures with the same formula, charge and spin at 68.52 kcal per mole. The value obtained for the HOMO-LUMO gap is 10.0 eV. The calculation puts the maximum force at 0.1254 hartree/bohr. For the HOMO energy, the calculation gives -9.1454 eV. The value obtained for the total energy is -722.844436 a.u.

XYZ file:
```
9
Properties=species:S:1:pos:R:3:forces:R:3:nbo_charge:R:1
C -0.524 -0.685 -0.928 2.69 1.62 2.97 0.677
C 0.366 -0.431 0.337 1.61 -1.45 -2.36 -0.342
N -0.380 0.621 -1.156 -2.37 3.38 -4.95 -0.472
N 0.110 0.973 0.079 -1.10 0.85 1.89 -0.263
O -1.064 -1.589 -1.402 -2.06 -2.85 -1.93 -0.545
Cl 1.322 2.185 0.113 0.66 -0.31 -0.35 0.100
H -0.071 -0.822 1.190 -0.21 -0.59 2.01 0.225
H 1.368 -0.827 -0.001 -0.70 0.62 1.03 0.221
H -1.016 1.254 -1.771 1.47 -1.27 1.69 0.401
```
Forces are in eV/Å.

=====

7.
An isolated molecule of C2H3ClN2O3, computed with wB97M-V/def2-TZVPD.

The calculation puts the energy above the lowest of the compared OMol25 structures with the same formula, charge and spin at 92.56 kcal per mole. The value obtained for the HOMO-LUMO gap (spin up / spin down) is 8.7 / 8.7 eV. As for the SMILES: C[C@@](Cl)(N=O)[N+](=O)[O-]. The calculation puts the maximum force at 0.1032 hartree/bohr. For the HOMO energy (spin up / spin down), the calculation gives -10.4302 / -10.4272 eV. The value obtained for the total energy is -873.206773 a.u.

XYZ file:
```
11
Properties=species:S:1:pos:R:3:forces:R:3:nbo_charge:R:1
C 0.199 -0.598 1.114 -0.67 4.91 -0.82 -0.715
C -0.433 -0.324 -0.199 1.86 0.29 -2.23 0.160
N -1.513 0.618 -0.311 -1.69 2.02 1.13 0.099
N 0.757 0.631 -1.140 -0.40 -0.92 1.49 0.544
O -1.661 1.359 0.655 0.62 -1.67 -1.61 -0.239
O 1.725 0.891 -0.489 0.55 0.53 -0.05 -0.349
O 0.553 0.868 -2.278 -0.54 0.10 -0.78 -0.303
Cl -0.707 -1.663 -1.391 -0.06 0.82 1.37 0.023
H 0.261 -1.573 1.122 0.11 -5.15 1.27 0.237
H 1.213 -0.192 1.068 -0.20 0.01 0.22 0.283
H -0.393 -0.017 1.850 0.42 -0.93 0.00 0.258
```
Forces are in eV/Å.

=====

8.
A structure of composition C2H3ClN3O, computed with wB97M-V/def2-TZVPD.

The calculation puts the energy above the lowest of the compared OMol25 structures with the same formula, charge and spin at 77.50 kcal per mole. The value obtained for the HOMO-LUMO gap (spin up / spin down) is 7.3 / 7.3 eV. Its charge is -1. The calculation puts the maximum force at 0.0725 hartree/bohr. For the HOMO energy (spin up / spin down), the calculation gives -3.5856 / -3.5869 eV. The value obtained for the total energy is -777.603619 a.u.

XYZ file:
```
10
Properties=species:S:1:pos:R:3:forces:R:3:nbo_charge:R:1
C 0.034 -0.315 0.069 -0.45 3.07 2.02 -0.090
C -1.056 0.571 0.309 -1.66 1.68 0.02 -0.249
N 1.079 -0.114 0.756 0.08 -1.16 -0.64 0.074
N -0.994 1.430 1.301 -0.20 1.12 0.79 -0.060
N 2.100 0.148 1.230 1.01 0.88 0.18 -0.148
O -1.946 2.273 1.572 0.96 -1.54 -0.96 -0.588
Cl 3.901 0.399 -0.928 -0.17 0.29 0.10 -0.643
H -0.326 -1.215 -0.200 0.19 -3.43 -1.45 0.223
H 2.877 0.592 0.285 0.30 -0.78 0.09 0.326
H -1.951 0.506 -0.304 -0.06 -0.14 -0.15 0.154
```
Forces are in eV/Å.

=====

9.
The ion C2H3ClN3S with charge +1, computed with wB97M-V/def2-TZVPD.

The calculation puts the energy above the lowest of the compared OMol25 structures with the same formula, charge and spin at 53.31 kcal per mole. The value obtained for the HOMO-LUMO gap (spin up / spin down) is 6.4 / 6.5 eV. Its charge is +1. As for the multiplicity: 3. The calculation puts the maximum force at 0.1430 hartree/bohr. For the HOMO energy (spin up / spin down), the calculation gives -12.2238 / -14.6458 eV. The value obtained for the total energy is -1100.096465 a.u. The expectation value of S² is 2.0385.

XYZ file:
```
10
Properties=species:S:1:pos:R:3:forces:R:3:nbo_charge:R:1
C -1.865 -0.865 -0.056 -0.31 -0.23 -0.45 -0.322
C 1.670 -0.118 0.147 -0.08 2.33 -1.47 -0.467
N -0.234 1.354 -0.123 5.50 3.09 1.21 0.096
N -1.308 1.761 -0.242 -6.85 2.65 -0.41 -0.131
N 0.316 0.321 -0.205 2.34 -5.81 -0.88 -0.048
S -2.649 0.456 -0.017 -0.84 0.75 0.16 0.724
Cl -1.702 -2.421 -0.183 0.13 -1.10 0.20 0.374
H 1.556 -0.475 1.158 0.30 -1.09 0.17 0.257
H 1.870 -0.817 -0.747 0.44 0.80 2.09 0.269
H 2.346 0.804 0.268 -0.62 -1.39 -0.62 0.249
```
Forces are in eV/Å.

=====

10.
The ion C2H3ClN3S with charge +1, computed with wB97M-V/def2-TZVPD.

The calculation puts the energy above the lowest of the compared OMol25 structures with the same formula, charge and spin at 53.44 kcal per mole. The value obtained for the HOMO-LUMO gap (spin up / spin down) is 6.2 / 5.8 eV. Its charge is +1. As for the multiplicity: 3. The calculation puts the maximum force at 0.1177 hartree/bohr. For the HOMO energy (spin up / spin down), the calculation gives -12.3152 / -14.5616 eV. The value obtained for the total energy is -1100.096259 a.u. The expectation value of S² is 2.0131.

XYZ file:
```
10
Properties=species:S:1:pos:R:3:forces:R:3:nbo_charge:R:1
C 1.493 -0.688 -0.928 0.20 -2.03 -0.60 -0.247
C -1.437 -0.183 0.610 -1.50 -0.03 0.60 -0.455
N 0.396 1.376 0.299 -3.66 -0.85 1.39 0.206
N 1.431 1.814 -0.032 5.49 1.53 -2.03 -0.239
N -0.197 0.340 0.221 -1.09 -1.04 0.17 -0.122
S 2.478 0.532 -0.985 0.14 1.79 0.47 0.741
Cl 1.156 -2.218 -1.296 0.33 0.53 -0.05 0.381
H -1.873 -0.723 -0.233 0.05 0.04 0.07 0.240
H -1.316 -0.865 1.453 0.02 0.04 -0.04 0.241
H -2.132 0.615 0.892 0.02 0.00 0.01 0.254
```
Forces are in eV/Å.

=====

11.
An isolated molecule of C2H3ClN4, computed with wB97M-V/def2-TZVPD.

The calculation puts the energy above the lowest of the compared OMol25 structures with the same formula, charge and spin at 23.36 kcal per mole. The value obtained for the HOMO-LUMO gap is 10.4 eV. As for the SMILES: Nn1nncc1Cl. The calculation puts the maximum force at 0.0384 hartree/bohr. For the HOMO energy, the calculation gives -9.7648 eV. The value obtained for the total energy is -757.160322 a.u.

XYZ file:
```
10
Properties=species:S:1:pos:R:3:forces:R:3:nbo_charge:R:1
C -1.029 0.966 0.717 -0.95 -1.46 -0.93 -0.138
C 0.139 0.405 0.258 -0.88 0.06 0.02 0.038
H 0.975 -2.234 -0.519 -0.37 0.74 -0.48 0.363
H -0.159 -2.158 -1.702 0.49 0.77 0.35 0.386
H -1.248 1.786 1.346 0.18 0.68 0.31 0.228
N 0.515 -1.567 -1.175 -0.14 -1.19 0.38 -0.616
N -0.279 -0.688 -0.421 0.41 -0.70 -0.37 -0.040
N -1.608 -0.833 -0.401 0.48 0.89 0.17 -0.076
N -2.076 0.185 0.255 0.69 0.31 0.61 -0.226
Cl 1.759 0.865 0.425 0.09 -0.10 -0.05 0.082
```
Forces are in eV/Å.

=====

12.
An isolated molecule of C2H3ClN4, computed with wB97M-V/def2-TZVPD.

The calculation puts the energy above the lowest of the compared OMol25 structures with the same formula, charge and spin at 39.97 kcal per mole. The value obtained for the HOMO-LUMO gap is 10.3 eV. As for the SMILES: Nn1nncc1Cl. The calculation puts the maximum force at 0.0832 hartree/bohr. For the HOMO energy, the calculation gives -9.6549 eV. The value obtained for the total energy is -757.133846 a.u.

XYZ file:
```
10
Properties=species:S:1:pos:R:3:forces:R:3:nbo_charge:R:1
C -0.374 -1.688 0.020 0.88 2.47 0.71 -0.132
C -0.835 -0.406 0.116 1.19 1.62 -1.43 0.057
H 0.975 1.872 0.875 -0.40 1.64 -1.38 0.386
H 0.643 2.362 -0.800 0.43 -0.56 -0.08 0.390
H -0.984 -2.560 0.150 0.40 -0.42 -0.22 0.233
N 0.369 1.846 0.024 0.14 -0.68 2.88 -0.639
N 0.290 0.479 -0.056 -1.56 -3.86 -0.99 -0.070
N 1.415 -0.328 -0.154 -2.78 -1.15 0.42 -0.057
N 0.972 -1.573 -0.087 1.83 0.21 -0.30 -0.233
Cl -2.471 -0.004 -0.088 -0.12 0.72 0.38 0.066
```
Forces are in eV/Å.